Entry 1:
C2H4O4 | the ωB97M-V functional and the def2-TZVPD basis

Cartesian coordinates (Å):
1 C -0.61 -0.10 -0.35
2 C 0.90 0.29 -0.05
3 O -1.03 -1.16 -0.78
4 O -3.30 -0.43 0.48
5 O -1.34 0.91 0.08
6 O -2.88 0.55 -0.30
7 H 0.94 1.41 -0.25
8 H 1.50 -0.35 -0.65
9 H 0.92 0.08 0.99
10 H -2.90 -1.22 0.18

Properties
* strongest force on any atom: 7.0 eV Å⁻¹
* calculated total energy: -10320.790 eV
* orbital gap (spin up / spin down): 9.511 / 7.520 eV
* LUMO energy (spin up / spin down): 0.79 / -2.90 eV
* multiplicity: 3

***

Entry 2:
C2H4O4S | the ωB97M-V functional and the def2-TZVPD basis

Cartesian coordinates (Å):
1 C 0.56 0.42 0.35
2 C -0.72 -1.12 0.01
3 O 2.25 1.98 -1.04
4 O 2.16 -0.25 -1.71
5 O -0.14 1.28 1.01
6 O -1.81 -0.61 0.71
7 S 1.40 0.84 -1.20
8 H -0.27 -1.97 0.53
9 H -0.72 -1.43 -0.99
10 H -1.12 1.14 0.74
11 H -1.58 -0.26 1.59

Properties
* strongest force on any atom: 5.7 eV Å⁻¹
* calculated total energy: -21158.659 eV
* orbital gap (spin up / spin down): 7.967 / 7.969 eV
* LUMO energy (spin up / spin down): -1.51 / -1.51 eV

***

Entry 3:
C2H4O4S | the ωB97M-V functional and the def2-TZVPD basis

Cartesian coordinates (Å):
1 C -0.40 1.29 -1.59
2 C 0.67 1.02 -0.54
3 O 0.00 -3.01 0.85
4 O -1.77 -1.96 2.15
5 O 0.51 -1.02 2.19
6 O -1.18 0.48 -2.01
7 S -0.44 -2.01 1.71
8 H -0.29 2.30 -1.89
9 H 0.20 0.82 0.51
10 H 1.38 1.91 -0.48
11 H 1.32 0.18 -0.91

Properties
* strongest force on any atom: 4.4 eV Å⁻¹
* calculated total energy: -21161.783 eV
* orbital gap: 9.373 eV
* LUMO energy: -0.74 eV
* SMILES: O=S(=O)=O.CC=O

***

Entry 4:
C2H4O5 | the ωB97M-V functional and the def2-TZVPD basis

Cartesian coordinates (Å):
1 C -1.36 0.91 0.21
2 C -1.06 -0.52 -0.08
3 O 1.03 0.26 -0.87
4 O 1.82 0.13 0.29
5 O 0.10 -0.79 -0.87
6 O 2.90 -0.71 0.07
7 O -1.75 -1.47 0.13
8 H 2.60 -1.61 0.26
9 H -1.19 1.52 -0.68
10 H -2.39 1.00 0.54
11 H -0.69 1.27 1.00

Properties
* strongest force on any atom: 1.1 eV Å⁻¹
* calculated total energy: -12368.986 eV
* orbital gap: 11.733 eV
* LUMO energy: 0.74 eV
* SMILES: CC(=O)OOOO

***

Entry 5:
C2H4OS | the ωB97M-V functional and the def2-TZVPD basis

Cartesian coordinates (Å):
1 C -1.47 0.61 -0.38
2 C -0.39 -0.27 -0.01
3 O -2.08 1.38 0.30
4 S 1.43 1.10 -0.07
5 H -1.81 0.40 -1.36
6 H -0.29 -0.51 1.15
7 H 0.07 -1.10 -0.50
8 H 0.92 1.37 1.10

Properties
* strongest force on any atom: 6.6 eV Å⁻¹
* calculated total energy: -15019.292 eV
* orbital gap: 8.673 eV
* LUMO energy: -1.04 eV

***

Entry 6:
C2H4OS2 | the ωB97M-V functional and the def2-TZVPD basis

Cartesian coordinates (Å):
1 C 0.51 -0.43 0.25
2 C -0.53 0.60 -0.10
3 H 1.90 1.47 -0.45
4 H 0.15 -1.29 -0.30
5 H 0.28 -0.58 1.36
6 H -1.87 -1.44 -0.33
7 O -0.42 1.76 0.01
8 S 2.19 0.01 -0.23
9 S -2.21 -0.09 -0.20

Properties
* strongest force on any atom: 2.9 eV Å⁻¹
* calculated total energy: -25855.961 eV
* orbital gap: 9.921 eV
* LUMO energy: 0.44 eV
* SMILES: O=C(S)CS

***

Entry 7:
C2H4OS2 | the ωB97M-V functional and the def2-TZVPD basis

Cartesian coordinates (Å):
1 C -0.42 -0.57 0.23
2 C -0.01 0.54 -0.37
3 O 3.40 1.39 -0.17
4 S 3.49 -1.37 -0.21
5 S 4.20 0.31 0.34
6 H -1.36 -0.97 -0.39
7 H -0.07 -1.05 1.17
8 H 0.81 1.22 -0.01
9 H -0.39 0.72 -1.37

Properties
* strongest force on any atom: 2.9 eV Å⁻¹
* calculated total energy: -25854.544 eV
* orbital gap: 7.933 eV
* LUMO energy: -1.93 eV

***

Entry 8:
C2H4OS2 | the ωB97M-V functional and the def2-TZVPD basis

Cartesian coordinates (Å):
1 C 1.07 0.45 0.12
2 C -2.70 -0.47 0.37
3 O -2.83 -1.46 -0.27
4 S 1.72 -1.16 0.36
5 S -1.24 0.59 0.63
6 H 1.21 0.92 1.01
7 H -3.37 0.02 0.92
8 H 1.38 -1.59 -0.82
9 H 1.10 1.08 -0.79

Properties
* strongest force on any atom: 5.5 eV Å⁻¹
* calculated total energy: -25854.057 eV
* orbital gap: 8.268 eV
* LUMO energy: -0.78 eV

***

Entry 9:
C2H4OS2 | the ωB97M-V functional and the def2-TZVPD basis

Cartesian coordinates (Å):
1 C 0.73 -1.36 1.61
2 C 0.41 0.03 -0.72
3 O -1.48 1.72 1.85
4 S -2.80 1.08 1.82
5 S 0.23 -1.54 0.16
6 H 0.85 -0.28 1.96
7 H -0.48 0.31 -1.34
8 H 1.30 -0.25 -1.38
9 H 0.38 0.76 0.09

Properties
* strongest force on any atom: 3.4 eV Å⁻¹
* calculated total energy: -25851.509 eV
* orbital gap (spin up / spin down): 6.643 / 6.650 eV
* LUMO energy (spin up / spin down): -1.78 / -1.78 eV

***

Entry 10:
C2H4OS2 | the ωB97M-V functional and the def2-TZVPD basis

Cartesian coordinates (Å):
1 C 0.61 0.47 0.38
2 C -0.38 -0.35 0.64
3 O -1.86 1.24 -1.03
4 S -3.62 -0.35 0.68
5 S -2.01 0.01 -0.32
6 H 1.49 0.39 1.00
7 H 0.62 1.30 -0.37
8 H -0.19 -1.13 1.41
9 H -2.14 -0.86 -1.35

Properties
* strongest force on any atom: 2.0 eV Å⁻¹
* calculated total energy: -25853.870 eV
* orbital gap: 9.597 eV
* LUMO energy: 0.24 eV
* SMILES: C=C[S@H](=O)=S

***

Entry 11:
C2H4OS2 | the ωB97M-V functional and the def2-TZVPD basis

Cartesian coordinates (Å):
1 C -0.51 -0.21 0.59
2 C 0.69 0.46 0.02
3 H -1.91 -1.59 -0.09
4 H -1.15 0.52 1.16
5 H -0.26 -0.89 1.37
6 H 1.80 1.15 -1.92
7 O -1.19 -0.96 -0.43
8 S 0.99 0.15 -1.71
9 S 1.54 1.37 1.01

Properties
* strongest force on any atom: 2.4 eV Å⁻¹
* calculated total energy: -25855.679 eV
* orbital gap: 8.621 eV
* LUMO energy: -0.22 eV
* SMILES: OCC(=S)S

***

Entry 12:
C2H4OS3 | the ωB97M-V functional and the def2-TZVPD basis

Cartesian coordinates (Å):
1 C -1.32 -0.36 -0.03
2 C 0.33 0.26 -0.04
3 O -1.88 0.02 0.93
4 S 0.94 0.75 -1.64
5 S 0.57 1.62 1.17
6 S 0.96 -1.40 0.49
7 H -1.54 -1.02 -0.81
8 H 2.14 0.49 -1.17
9 H -0.65 1.46 1.80
10 H 0.45 -1.83 -0.70

Properties
* strongest force on any atom: 6.0 eV Å⁻¹
* calculated total energy: -36690.067 eV
* orbital gap: 9.364 eV
* LUMO energy: 0.44 eV
* SMILES: O=CC(S)(S)S